[1]
Formula: C3H7N3
Source: OMol25
Level of theory: ωB97M-V with the def2-TZVPD basis set

Computed properties:
HOMO energy = -9.58 eV
LUMO level = 0.5 eV
Orbital gap = 0.369 Eh

CARTESIAN COORDINATES (ANGSTROEM)
N 0.6484 1.3931 -1.0913
C 0.3301 -0.0322 -0.8948
C -0.0240 -0.4100 0.5752
N -0.3297 0.6892 1.3077
C -1.2189 -2.0231 0.7163
N -1.4504 -3.1065 1.1043
H 1.5490 1.5195 -1.5462
H -0.0316 1.8549 -1.6857
H 1.1780 -0.6452 -1.2140
H -0.5295 -0.3203 -1.4947
H 0.5652 -1.1595 1.0508
H -0.2453 1.6015 0.8681
H -0.4412 0.6385 2.3043


[2]
Formula: C3H7N3
Source: OMol25
Level of theory: ωB97M-V with the def2-TZVPD basis set

Computed properties:
HOMO energy = -8.28 eV
LUMO level = 1.1 eV
Orbital gap = 0.345 Eh
SMILES = C=CN/C=N\N

CARTESIAN COORDINATES (ANGSTROEM)
C 2.4398 0.1930 0.2227
C 1.3926 -0.3204 -0.3850
N 0.1037 -0.2280 0.0747
C -0.6248 0.8907 -0.0944
N -1.8843 0.8276 -0.1907
N -2.4672 -0.5277 0.0567
H 3.4491 0.0139 -0.1400
H 2.3014 0.6949 1.1708
H 1.4790 -0.9211 -1.3142
H -0.4403 -1.0490 -0.0741
H -0.1447 1.8943 -0.2322
H -3.4369 -0.4969 0.0169
H -2.1677 -0.9712 0.8887


[3]
Formula: C3H7N3
Source: OMol25
Level of theory: ωB97M-V with the def2-TZVPD basis set

Computed properties:
HOMO energy = -8.11 eV
LUMO level = 1.1 eV
Orbital gap = 0.338 Eh
SMILES = NN1CC=CN1

CARTESIAN COORDINATES (ANGSTROEM)
N 0.7507 -1.1963 -1.4033
N -0.0791 -0.8620 -0.2898
C 0.6233 -0.1515 0.7830
C -0.4006 0.9877 1.1707
C -1.3313 1.0362 0.2394
N -1.2283 -0.0202 -0.7560
H 1.1997 -1.9999 -1.0958
H 1.5000 -0.5659 -1.6051
H 1.6509 0.1901 0.4081
H 0.7413 -0.8109 1.6920
H -0.3270 1.4412 2.1139
H -2.2156 1.6245 0.3202
H -0.8842 0.3272 -1.5772


[4]
Formula: C3H7N3
Source: OMol25
Level of theory: ωB97M-V with the def2-TZVPD basis set

Computed properties:
HOMO energy = -20.23 eV
LUMO level = -8.4 eV
Orbital gap = 0.433 Eh
Net charge = +2

CARTESIAN COORDINATES (ANGSTROEM)
C 0.3283 1.4461 -1.9684
C -0.4443 -1.2360 1.7107
C 0.7510 -1.0706 1.4740
N -0.4034 1.0437 -1.1194
N 1.1403 1.8320 -2.8267
N -1.6071 -1.5290 2.0411
H 1.5094 -1.5846 1.9125
H 1.2524 -0.2810 0.7732
H -1.3559 1.1258 -0.8133
H 2.1020 2.1620 -2.6817
H 0.8799 1.8456 -3.7676
H -2.0651 -1.2331 2.8905
H -2.2178 -2.1284 1.5207


[5]
Formula: C3H7N3
Source: OMol25
Level of theory: ωB97M-V with the def2-TZVPD basis set

Computed properties:
HOMO energy = -20.42 eV
LUMO level = -9.5 eV
Orbital gap = 0.403 Eh
Net charge = +2

CARTESIAN COORDINATES (ANGSTROEM)
C -3.3268 -1.1581 -0.0292
C -1.9286 0.9196 0.0220
C 3.1068 -0.6721 0.0438
N -2.6017 -0.2728 -0.0022
N -0.6770 0.9520 0.0355
N 2.0284 -0.0188 -0.0518
H -3.9928 -1.9997 -0.0595
H -2.6472 1.7492 0.0280
H 3.3766 -1.2232 0.9433
H 3.8115 -0.7091 -0.7854
H -0.2949 1.8981 0.0466
H 1.3449 0.0308 0.7077
H 1.8008 0.5041 -0.8989


[6]
Formula: C3H7N3O
Source: OMol25
Level of theory: ωB97M-V with the def2-TZVPD basis set

Computed properties:
HOMO energy = -8.84 eV
LUMO level = 0.4 eV
Orbital gap = 0.339 Eh
SMILES = [H]/N=C/N=C(\[O-])[NH2+]C

CARTESIAN COORDINATES (ANGSTROEM)
H -4.2095 -0.0418 -0.6392
N -3.4446 0.2449 -0.0300
C -2.3495 -0.2253 -0.4782
N -1.1643 0.0441 0.1939
C -0.0744 -0.4496 -0.2868
O 0.3952 -1.1208 -1.1801
N 1.0644 0.0775 0.7926
C 2.3475 0.4638 0.1891
H -2.2721 -0.8432 -1.3863
H 1.1820 -0.6709 1.4757
H 0.5802 0.8466 1.2576
H 2.1814 1.3428 -0.4349
H 2.6846 -0.3611 -0.4399
H 3.0793 0.6929 0.9663


[7]
Formula: C3H7N3O
Source: OMol25
Level of theory: ωB97M-V with the def2-TZVPD basis set

Computed properties:
HOMO energy = -8.21 eV
LUMO level = 0.8 eV
Orbital gap = 0.331 Eh
SMILES = C[C@@]1(O)NN=C1N

CARTESIAN COORDINATES (ANGSTROEM)
C 1.1678 -0.6984 -0.7845
C 0.4282 0.4013 -0.0524
O 1.3046 1.0605 0.7906
N -0.4447 1.4517 -0.9085
N -1.6097 0.8927 -0.2978
C -0.9550 0.0475 0.4363
N -1.3827 -0.8616 1.3429
H 1.6275 -1.3707 -0.0608
H 0.4877 -1.2634 -1.4184
H 1.9594 -0.2557 -1.3859
H 0.8913 1.8877 1.0674
H -0.3941 1.2087 -1.8955
H -2.3734 -1.0374 1.3826
H -0.7070 -1.4628 1.7838


[8]
Formula: C3H7N3O
Source: OMol25
Level of theory: ωB97M-V with the def2-TZVPD basis set

Computed properties:
HOMO energy = -9.06 eV
LUMO level = 0.9 eV
Orbital gap = 0.365 Eh
SMILES = [H]/N=C(N)/N=C(\C)O

CARTESIAN COORDINATES (ANGSTROEM)
H 1.5224 -0.7154 -1.9936
N 0.7349 -0.1692 -1.6432
C 1.0145 0.2455 -0.4617
N 2.2086 0.0201 0.1220
N 0.1030 0.9967 0.1970
C -1.0281 0.4481 0.4772
C -1.5106 -0.9421 0.2192
O -1.9415 1.2241 1.0842
H 2.9872 -0.0210 -0.5207
H 2.3754 0.6730 0.8790
H -1.8948 -1.0115 -0.8017
H -2.3136 -1.1968 0.9175
H -0.7023 -1.6638 0.3620
H -1.5552 2.1122 1.1626


[9]
Formula: C3H7N3O
Source: OMol25
Level of theory: ωB97M-V with the def2-TZVPD basis set

Computed properties:
HOMO energy (spin up / spin down) = -8.21 / -8.59 eV
LUMO level (spin up / spin down) = -0.4 / 0.0 eV
Orbital gap (spin up / spin down) = 0.288 / 0.316 Eh

CARTESIAN COORDINATES (ANGSTROEM)
C 0.8884 -1.1038 0.4324
C 1.4853 0.1165 -1.6735
C -1.9053 0.7589 0.7861
N -0.2950 -0.7661 1.2276
N 0.8901 -0.0093 -0.3737
N -1.0304 -0.1866 0.3297
O 1.6695 -1.9723 0.4561
H 2.4487 0.7610 -1.5111
H 1.6914 -0.8844 -2.1504
H 0.8346 0.6007 -2.3063
H -2.1312 0.4936 1.7973
H -1.4816 1.8021 0.7254
H -2.7743 0.6799 0.1372
H -0.2901 -0.2903 2.1231


[10]
Formula: C3H7N3O
Source: OMol25
Level of theory: ωB97M-V with the def2-TZVPD basis set

Computed properties:
HOMO energy = -8.72 eV
LUMO level = 0.9 eV
Orbital gap = 0.352 Eh
SMILES = C/N=C(/N)C(N)=O

CARTESIAN COORDINATES (ANGSTROEM)
C -0.0871 -1.4578 -1.4568
N -1.0162 -1.2858 -0.3666
C -0.7572 -0.4365 0.5330
N -1.1916 -0.2649 1.7881
C 0.3614 1.0546 0.4951
N 1.1071 1.7419 -0.4115
O 0.3617 1.5676 1.6205
H 0.4580 -2.4043 -1.3292
H 0.6617 -0.6532 -1.4649
H -0.5859 -1.5012 -2.4318
H -0.5944 0.5983 2.1520
H -1.4951 -1.0826 2.3159
H 1.2407 1.5230 -1.3806
H 1.5368 2.6007 -0.0631


[11]
Formula: C3H7N3O
Source: OMol25
Level of theory: ωB97M-V with the def2-TZVPD basis set

Computed properties:
HOMO energy = -9.77 eV
LUMO level = 0.7 eV
Orbital gap = 0.386 Eh
SMILES = [H]/N=C/NC(=O)NC

CARTESIAN COORDINATES (ANGSTROEM)
H -3.8260 0.2537 -0.8866
N -2.9172 0.6982 -0.7855
C -2.0845 -0.1697 -0.3872
N -0.7566 0.1591 -0.1649
C 0.1190 -0.8370 0.2338
O -0.2534 -1.9817 0.4573
N 1.4377 -0.5392 0.3684
C 2.1331 0.7283 0.2821
H -2.2607 -1.2293 -0.2013
H -0.4860 1.1132 -0.3464
H 1.8653 -1.3997 0.6756
H 1.8681 1.4224 1.0870
H 1.9503 1.2257 -0.6760
H 3.2110 0.5562 0.3438


[12]
Formula: C3H7N3O
Source: OMol25
Level of theory: ωB97M-V with the def2-TZVPD basis set

Computed properties:
HOMO energy = -8.88 eV
LUMO level = 0.9 eV
Orbital gap = 0.360 Eh
SMILES = C/C=N/N=C\NO

CARTESIAN COORDINATES (ANGSTROEM)
C 2.0631 -0.3663 -1.8010
C 0.5505 -0.3517 -1.5902
N 0.1044 0.0400 -0.4633
N -1.2995 0.0691 -0.3917
C -1.7333 0.1828 0.7940
N -0.9952 0.1741 1.9455
O -1.4839 1.0373 2.9372
H 2.5204 0.2065 -1.0003
H 2.4723 -1.4088 -1.7625
H 2.3055 0.1291 -2.7943
H -0.1947 -0.6995 -2.3323
H -2.7912 0.2105 0.9568
H 0.0073 0.3343 1.7738
H -1.5257 0.4425 3.7283


[13]
Formula: C3H7N3O2
Source: OMol25
Level of theory: ωB97M-V with the def2-TZVPD basis set

Computed properties:
HOMO energy = -8.13 eV
LUMO level = 0.5 eV
Orbital gap = 0.318 Eh
SMILES = N/C=N/NCC(=O)O

CARTESIAN COORDINATES (ANGSTROEM)
N -3.1764 0.3919 -0.3615
C -1.9784 0.0526 0.4971
N -0.8936 -0.4255 -0.1223
N 0.2794 -0.0634 0.3114
C 1.4877 -0.7615 -0.3039
C 2.7717 0.0895 0.0930
O 3.8651 -0.4056 0.0347
O 2.4106 1.4211 -0.1276
H -3.2516 -0.1265 -1.2850
H -4.0469 0.2269 -0.0086
H -2.1587 0.0681 1.6609
H 0.5815 -0.0476 1.4885
H 1.3935 -0.0860 -1.3787
H 1.2763 -2.0260 -0.3338
H 1.4397 1.6920 -0.1644


[14]
Formula: C3H7N3O2
Source: OMol25
Level of theory: ωB97M-V with the def2-TZVPD basis set

Computed properties:
HOMO energy = -9.45 eV
LUMO level = 0.0 eV
Orbital gap = 0.349 Eh

CARTESIAN COORDINATES (ANGSTROEM)
C -1.2074 -0.5558 -2.6128
C -0.7989 0.1508 -1.3293
C 0.9452 -0.5675 1.4324
H -0.6175 -1.7887 -2.7425
H -0.9618 0.4399 -3.5346
H -2.5970 -0.8531 -2.4657
H -0.4117 1.2645 -1.4270
H 0.6667 1.0520 0.1985
H 1.3158 -0.1073 3.3203
H 0.1012 1.4980 2.5081
N -0.3120 -0.6637 -0.3981
N 0.3060 0.0675 0.5436
N 1.5939 0.2446 2.3856
O 0.7098 -1.8203 1.5709
O 1.2677 1.6391 2.5505


[15]
Formula: C3H7N3O2
Source: OMol25
Level of theory: ωB97M-V with the def2-TZVPD basis set

Computed properties:
HOMO energy = -9.43 eV
LUMO level = 0.4 eV
Orbital gap = 0.362 Eh
SMILES = CN(NC=O)C(N)=O

CARTESIAN COORDINATES (ANGSTROEM)
C -0.7210 1.4898 -0.1146
N -0.0493 0.1963 0.0659
N 1.0828 0.2330 0.6919
C 2.0383 -0.0853 -0.2083
O 3.2199 -0.5243 -0.0880
C -0.4882 -1.1072 0.1364
N -1.6982 -1.1703 -0.0020
O 0.3803 -2.0215 -0.0684
H 0.0726 2.1184 -0.5446
H -1.3108 1.4761 -1.1558
H -1.3267 2.2866 0.6509
H 1.4490 -0.2127 1.6581
H 1.5870 -0.1734 -1.2065
H -2.1807 -0.3184 0.1023
H -2.0550 -2.1873 0.0825


[16]
Formula: C3H7N3O2
Source: OMol25
Level of theory: ωB97M-V with the def2-TZVPD basis set

Computed properties:
HOMO energy = -8.19 eV
LUMO level = 0.7 eV
Orbital gap = 0.326 Eh

CARTESIAN COORDINATES (ANGSTROEM)
C -0.2394 -1.2258 -0.7075
C 0.4476 0.1657 0.9012
N 0.7166 -1.7422 -1.5429
N 0.0494 0.7409 2.0467
N -0.8536 1.6845 -0.6097
C 0.1309 0.6840 -0.4014
O 0.7444 -1.0857 0.9069
O -1.3903 -1.5525 -0.6416
H 1.6595 -1.7001 -1.1882
H 0.4554 -2.6231 -1.9643
H -0.3637 1.6597 2.0474
H 0.0041 0.1936 2.8905
H -0.5715 2.6399 -0.4328
H -1.7525 1.4568 -0.2099
H 0.9631 0.7044 -1.0946


[17]
Formula: C3H7N3O2
Source: OMol25
Level of theory: ωB97M-V with the def2-TZVPD basis set

Computed properties:
HOMO energy = -9.10 eV
LUMO level = 0.4 eV
Orbital gap = 0.348 Eh
SMILES = [H]/N=C(/N)NC(=O)CO

CARTESIAN COORDINATES (ANGSTROEM)
H -0.8986 -1.8022 -2.2381
N 0.0824 -1.5428 -2.3197
C 0.1397 -0.7788 -1.2918
N 1.2698 -0.0443 -1.0368
N -0.9017 -0.7012 -0.2983
C -0.8579 0.1459 0.7911
O -1.8317 0.6682 1.2365
C 0.4639 0.3839 1.5566
O 1.1566 1.5735 1.0378
H 2.0061 -0.2291 -1.7897
H 1.3949 0.7028 -0.3917
H -1.8135 -1.1099 -0.4350
H 1.1759 -0.4713 1.5971
H 0.1293 0.7348 2.5384
H 1.7794 1.7539 1.7734


The calculation returns the following energy values, one per record and in order: -7692.4204, -7692.5782, -7691.5053, -7674.2251, -7674.6097, -9741.4502, -9740.4779, -9742.4434, -9737.6453, -9740.9979, -9742.7828, -9739.3007, -11784.7525, -11782.0406, -11785.8829, -11788.3812, -11789.2113 eV.